12
Properties=species:S:1:pos:R:3:mulliken_charge:R:1 method="wB97M-V/def2-TZVPD" e_tot_ev=-8799.610 de_lowest_ev=3.809 largest_force_ha_per_bohr=0.00665 lumo_ev="-0.44 / -0.45" homo_lumo_gap_ev="7.02 / 7.00" homo_ev="-7.46 / -7.45"
O 0.02 0.62 -2.03 -0.461
C -0.11 0.34 -0.73 0.780
C -1.21 -0.53 -0.33 -0.379
C -0.99 -1.39 0.98 -0.414
N 0.16 -1.21 1.60 -0.441
C 0.78 0.72 0.25 -0.698
C 0.90 -0.12 1.36 -0.117
H 0.88 1.03 -2.20 0.331
H 1.53 1.49 0.09 0.340
H -2.02 0.09 0.11 0.272
H -1.66 -1.09 -1.15 0.419
H 1.73 0.05 2.05 0.368


12
Properties=species:S:1:pos:R:3:mulliken_charge:R:1 method="wB97M-V/def2-TZVPD" e_tot_ev=-8800.237 de_lowest_ev=3.182 largest_force_ha_per_bohr=0.01353 lumo_ev=0.05 homo_lumo_gap_ev=10.10 homo_ev=-10.06
O 0.39 0.88 1.66 -0.521
C 0.57 0.54 0.50 0.312
C 1.85 -0.03 0.08 -0.371
C 2.87 -0.63 -0.14 0.124
C -0.56 0.55 -0.49 -0.069
C -1.53 -0.56 -0.29 -0.475
N -1.88 0.80 0.08 -0.611
H 3.77 -1.17 -0.32 0.399
H -0.38 0.95 -1.48 0.370
H -1.29 -1.29 0.48 0.234
H -2.06 -0.97 -1.15 0.266
H -1.75 0.93 1.08 0.343